No. 1
{"formula": "CH7BNO", "method": "ωB97M-V with the def2-TZVPD basis set", "fmax_ev_per_a": 4.98, "charge": 1, "e_above_lowest_ev": 1.099, "homo_ev": -15.1, "smiles": "[NH3+]CBO", "homo_lumo_gap_ha": 0.403, "e_tot_ha": -196.88297, "symbols": ["N", "C", "B", "O", "H", "H", "H", "H", "H", "H", "H"], "coordinates": [[-1.127, -0.637, 0.225], [-0.249, 0.186, -0.600], [1.371, 0.078, -0.047], [1.433, 0.814, 0.999], [-2.048, -0.086, 0.348], [-1.363, -1.522, -0.421], [-0.943, -1.043, 1.188], [-0.370, 1.237, -0.298], [-0.545, 0.033, -1.613], [2.398, -0.740, -0.374], [2.160, 0.958, 1.647]], "lowdin_charge": [0.107, -0.117, -0.275, 0.149, 0.205, 0.233, 0.196, 0.118, 0.104, 0.118, 0.162]}

No. 2
{"formula": "C5H9N3", "method": "ωB97M-V with the def2-TZVPD basis set", "fmax_ev_per_a": 3.31, "e_above_lowest_ev": 3.180, "homo_ev": -8.5, "smiles": "[H]/N=C\\N1C=CCN1C", "homo_lumo_gap_ha": 0.346, "e_tot_ha": -360.08039, "symbols": ["H", "N", "C", "N", "C", "C", "C", "N", "C", "H", "H", "H", "H", "H", "H", "H", "H"], "coordinates": [[-1.244, -1.508, 2.423], [-1.533, -0.606, 2.599], [-1.260, 0.088, 1.565], [-0.592, -0.224, 0.377], [0.305, -1.323, 0.356], [1.465, -0.908, -0.130], [1.382, 0.633, -0.399], [-0.069, 0.841, -0.341], [-0.728, 0.808, -1.650], [-1.426, 1.230, 1.696], [0.011, -2.368, 0.655], [2.528, -1.340, -0.061], [1.776, 1.055, -1.404], [1.975, 1.224, 0.367], [-1.726, 1.061, -1.526], [-0.577, -0.151, -2.158], [-0.288, 1.489, -2.366]], "lowdin_charge": [-0.020, 0.095, -0.257, -0.143, -0.089, -0.061, -0.151, -0.191, -0.066, 0.143, 0.138, 0.123, 0.133, 0.119, 0.059, 0.091, 0.078]}

no.,lowest unoccupied orbital energy (Eh)
1,-0.1529
2,0.0344